{
  "formula": "C18H19N3O3",
  "method": "the ωB97M-V functional and the def2-TZVPD basis",
  "elements": ["C", "C", "O", "C", "C", "C", "C", "C", "C", "C", "N", "C", "C", "C", "C", "C", "C", "C", "N", "O", "C", "C", "O", "N", "H", "H", "H", "H", "H", "H", "H", "H", "H", "H", "H", "H", "H", "H", "H", "H", "H", "H", "H"],
  "positions_angstrom": [[-2.00, 1.79, 4.33], [-0.65, 2.41, 4.06], [-0.47, 2.83, 2.73], [0.77, 2.99, 2.17], [1.87, 3.58, 2.83], [3.16, 3.65, 2.14], [3.29, 3.06, 0.86], [2.15, 2.47, 0.25], [0.93, 2.48, 0.85], [-0.04, 1.84, 0.04], [0.18, 0.58, -0.30], [-0.64, -0.01, -1.19], [-0.64, -1.34, -1.84], [0.45, -2.46, -1.72], [0.58, -2.94, -0.27], [2.13, -3.11, -0.05], [2.78, -2.12, -0.93], [1.90, -1.87, -2.05], [-1.72, -1.44, -2.62], [-2.48, -0.24, -2.56], [-1.82, 0.56, -1.63], [-2.16, 1.83, -1.07], [-3.18, 2.51, -1.29], [-1.27, 2.39, -0.17], [-2.73, 2.62, 4.24], [-2.16, 1.40, 5.36], [-2.06, 1.02, 3.47], [-0.46, 3.29, 4.71], [0.15, 1.71, 4.37], [1.81, 4.06, 3.78], [4.07, 4.15, 2.51], [4.28, 3.15, 0.35], [2.23, 2.19, -0.81], [0.24, -3.23, -2.41], [0.12, -2.17, 0.37], [0.09, -3.98, -0.17], [2.45, -4.15, -0.32], [2.37, -3.09, 0.97], [2.88, -1.20, -0.27], [3.82, -2.52, -1.03], [1.75, -0.81, -2.22], [2.14, -2.35, -3.01], [-1.33, 3.21, 0.32]],
  "homo_lumo_gap_ev": 8.79,
  "multiplicity": 1,
  "charge": 0,
  "homo_energy_ev": -8.74,
  "de_lowest_kcal_mol": 107.5
}



{
  "formula": "C18H19N5O2S2",
  "method": "the ωB97M-V functional and the def2-TZVPD basis",
  "elements": ["C", "C", "C", "C", "C", "C", "N", "C", "N", "N", "C", "S", "C", "C", "O", "N", "C", "O", "C", "C", "C", "C", "N", "C", "S", "C", "C", "H", "H", "H", "H", "H", "H", "H", "H", "H", "H", "H", "H", "H", "H", "H", "H", "H", "H", "H"],
  "positions_angstrom": [[-8.29, -1.17, -1.09], [-7.40, -1.73, 0.02], [-6.16, -0.89, 0.16], [-5.01, -1.18, -0.57], [-3.88, -0.40, -0.48], [-3.87, 0.71, 0.36], [-2.77, 1.55, 0.50], [-1.57, 1.46, -0.10], [-1.16, 0.55, -0.93], [0.09, 0.71, -1.34], [0.68, 1.74, -0.85], [2.29, 2.21, -1.31], [2.92, 2.75, 0.33], [2.86, 1.56, 1.25], [2.00, 1.42, 2.08], [3.79, 0.57, 1.05], [4.95, 0.55, 0.27], [5.33, 1.51, -0.36], [5.63, -0.73, 0.30], [5.36, -1.90, 1.02], [6.34, -2.83, 0.69], [7.18, -2.22, -0.22], [6.76, -0.97, -0.45], [7.39, -0.04, -1.34], [-0.34, 2.69, 0.25], [-5.01, 1.01, 1.10], [-6.14, 0.22, 1.00], [-9.19, -1.77, -1.20], [-8.58, -0.15, -0.86], [-7.76, -1.17, -2.04], [-7.95, -1.73, 0.96], [-7.13, -2.76, -0.22], [-5.01, -2.04, -1.23], [-2.99, -0.63, -1.05], [-2.88, 2.32, 1.14], [3.93, 3.09, 0.15], [2.28, 3.55, 0.71], [3.62, -0.25, 1.62], [4.55, -2.06, 1.70], [6.42, -3.83, 1.06], [8.05, -2.62, -0.71], [7.76, 0.83, -0.80], [8.23, -0.54, -1.84], [6.68, 0.31, -2.10], [-5.01, 1.87, 1.76], [-7.02, 0.46, 1.58]],
  "homo_lumo_gap_ev": 8.17,
  "multiplicity": 1,
  "charge": 0,
  "homo_energy_ev": -7.76,
  "de_lowest_kcal_mol": 52.7
}



{
  "formula": "C18H19N5O3",
  "method": "the ωB97M-V functional and the def2-TZVPD basis",
  "elements": ["C", "O", "C", "C", "C", "C", "O", "C", "C", "N", "C", "C", "N", "C", "N", "C", "C", "C", "N", "C", "C", "N", "C", "O", "C", "C", "H", "H", "H", "H", "H", "H", "H", "H", "H", "H", "H", "H", "H", "H", "H", "H", "H", "H", "H"],
  "positions_angstrom": [[-3.79, -2.50, 1.23], [-3.15, -2.64, -0.01], [-1.78, -2.64, -0.04], [-1.20, -2.90, -1.28], [0.17, -2.91, -1.42], [1.00, -2.65, -0.33], [2.35, -2.72, -0.59], [3.26, -2.16, 0.33], [3.21, -0.67, 0.31], [4.19, 0.14, 0.13], [3.64, 1.40, 0.15], [4.35, 2.59, -0.03], [4.88, 3.60, -0.18], [2.27, 1.27, 0.35], [1.27, 2.17, 0.51], [-0.10, 1.73, 0.41], [-0.55, 1.51, -1.04], [-1.94, 0.86, -1.12], [-2.95, 1.67, -0.49], [-3.35, 1.60, 0.82], [-4.28, 2.59, 0.98], [-4.44, 3.27, -0.19], [-3.64, 2.70, -1.04], [2.00, -0.05, 0.46], [0.43, -2.39, 0.90], [-0.96, -2.38, 1.05], [-3.62, -1.51, 1.67], [-4.86, -2.60, 1.02], [-3.49, -3.27, 1.94], [-1.84, -3.10, -2.12], [0.63, -3.12, -2.37], [3.10, -2.55, 1.35], [4.25, -2.47, -0.01], [1.49, 3.10, 0.20], [-0.20, 0.80, 0.97], [-0.73, 2.50, 0.88], [-0.56, 2.46, -1.58], [0.16, 0.84, -1.54], [-1.91, -0.12, -0.63], [-2.21, 0.71, -2.17], [-2.96, 0.88, 1.50], [-4.83, 2.86, 1.85], [-3.53, 2.98, -2.07], [1.03, -2.18, 1.77], [-1.37, -2.17, 2.02]],
  "homo_lumo_gap_ev": 8.84,
  "multiplicity": 1,
  "charge": 0,
  "homo_energy_ev": -8.42,
  "de_lowest_kcal_mol": 66.1
}



{
  "formula": "C18H19N5O4S2",
  "method": "the ωB97M-V functional and the def2-TZVPD basis",
  "elements": ["C", "O", "C", "C", "C", "C", "C", "C", "N", "N", "C", "S", "C", "C", "O", "N", "C", "C", "C", "C", "S", "N", "O", "O", "C", "C", "N", "C", "C", "H", "H", "H", "H", "H", "H", "H", "H", "H", "H", "H", "H", "H", "H", "H", "H", "H", "H", "H"],
  "positions_angstrom": [[-4.65, -3.30, -2.31], [-5.24, -3.27, -1.03], [-4.80, -2.35, -0.14], [-5.39, -2.39, 1.13], [-5.00, -1.51, 2.11], [-4.02, -0.56, 1.86], [-3.44, -0.49, 0.60], [-2.41, 0.47, 0.26], [-1.44, 0.23, -0.58], [-0.66, 1.31, -0.66], [-1.17, 2.23, 0.13], [-0.56, 3.83, 0.39], [0.67, 3.94, -0.96], [2.02, 3.34, -0.59], [2.97, 4.04, -0.32], [2.00, 1.98, -0.62], [3.03, 1.09, -0.32], [2.72, -0.27, -0.35], [3.69, -1.21, -0.07], [4.96, -0.79, 0.25], [6.22, -2.00, 0.56], [6.83, -2.23, -0.99], [7.26, -1.43, 1.37], [5.62, -3.23, 0.97], [5.29, 0.56, 0.29], [4.32, 1.50, 0.01], [-2.29, 1.75, 0.75], [-3.15, 2.50, 1.62], [-3.82, -1.39, -0.40], [-3.57, -3.49, -2.25], [-4.82, -2.37, -2.86], [-5.13, -4.12, -2.84], [-6.15, -3.13, 1.31], [-5.45, -1.57, 3.09], [-3.70, 0.09, 2.66], [0.79, 5.01, -1.14], [0.23, 3.45, -1.84], [1.09, 1.54, -0.82], [1.71, -0.58, -0.60], [3.48, -2.26, -0.08], [7.79, -1.91, -1.06], [6.74, -3.18, -1.29], [6.29, 0.84, 0.56], [4.56, 2.56, 0.04], [-4.17, 2.13, 1.52], [-3.11, 3.55, 1.33], [-2.82, 2.42, 2.65], [-3.33, -1.32, -1.35]],
  "homo_lumo_gap_ev": 8.97,
  "multiplicity": 1,
  "charge": 0,
  "homo_energy_ev": -8.62,
  "de_lowest_kcal_mol": 12.1
}



{
  "formula": "C18H19NO5S",
  "method": "the ωB97M-V functional and the def2-TZVPD basis",
  "elements": ["C", "C", "O", "C", "O", "C", "C", "N", "S", "O", "O", "C", "C", "C", "C", "C", "C", "C", "C", "C", "C", "C", "C", "C", "O", "H", "H", "H", "H", "H", "H", "H", "H", "H", "H", "H", "H", "H", "H", "H", "H", "H", "H", "H"],
  "positions_angstrom": [[-0.13, 2.24, -2.12], [-0.15, 3.16, -0.90], [-0.50, 2.45, 0.29], [-1.78, 2.10, 0.41], [-2.64, 2.36, -0.39], [-2.06, 1.32, 1.70], [-0.84, 0.55, 2.20], [-0.42, -0.36, 1.16], [1.08, -1.12, 1.41], [1.63, -0.49, 2.57], [0.93, -2.54, 1.40], [2.04, -0.61, -0.01], [2.39, 0.73, -0.11], [3.16, 1.14, -1.18], [3.60, 0.24, -2.14], [4.45, 0.69, -3.28], [3.25, -1.10, -2.01], [2.48, -1.53, -0.94], [-1.43, -0.95, 0.39], [-1.14, -1.90, -0.58], [-2.15, -2.49, -1.31], [-3.47, -2.15, -1.08], [-3.78, -1.18, -0.15], [-2.77, -0.57, 0.58], [-3.12, 0.42, 1.47], [0.23, 2.79, -2.98], [-1.13, 1.88, -2.33], [0.53, 1.39, -1.94], [0.84, 3.57, -0.70], [-0.87, 3.97, -1.06], [-2.42, 2.02, 2.47], [-1.12, 0.00, 3.11], [-0.01, 1.21, 2.44], [2.05, 1.42, 0.65], [3.44, 2.18, -1.27], [4.29, 0.07, -4.16], [4.25, 1.73, -3.54], [5.50, 0.61, -3.01], [3.59, -1.82, -2.74], [2.22, -2.57, -0.81], [-0.11, -2.18, -0.75], [-1.90, -3.24, -2.05], [-4.26, -2.63, -1.64], [-4.79, -0.86, 0.03]],
  "homo_lumo_gap_ev": 8.82,
  "multiplicity": 1,
  "charge": 0,
  "homo_energy_ev": -8.26,
  "de_lowest_kcal_mol": 30.0
}



{
  "formula": "C18H20AuF6N3P",
  "method": "the ωB97M-V functional and the def2-TZVPD basis",
  "elements": ["Au", "N", "C", "C", "C", "C", "C", "C", "H", "H", "H", "H", "H", "H", "H", "C", "C", "C", "C", "C", "C", "C", "H", "H", "H", "H", "H", "C", "C", "C", "C", "N", "N", "C", "H", "H", "H", "H", "H", "H", "H", "H", "F", "P", "F", "F", "F", "F", "F"],
  "positions_angstrom": [[-0.93, -0.36, -0.52], [0.97, 1.57, -0.04], [1.58, 1.50, 1.22], [2.81, 0.88, 1.39], [3.37, 0.79, 2.65], [2.70, 1.30, 3.75], [1.47, 1.91, 3.59], [0.91, 2.02, 2.33], [1.57, 1.42, -0.83], [0.27, 2.28, -0.15], [3.31, 0.44, 0.53], [4.32, 0.28, 2.78], [3.14, 1.21, 4.74], [0.93, 2.29, 4.45], [-0.06, 2.48, 2.19], [-2.06, 0.99, 0.24], [-2.67, 2.23, 0.13], [-3.81, 2.55, 0.91], [-4.44, 3.77, 0.78], [-3.95, 4.73, -0.10], [-2.81, 4.45, -0.85], [-2.19, 3.23, -0.76], [-4.18, 1.80, 1.59], [-5.32, 3.98, 1.37], [-4.45, 5.68, -0.20], [-2.42, 5.20, -1.53], [-1.34, 3.00, -1.39], [1.54, -5.02, -2.27], [0.90, -3.70, -2.44], [0.62, -2.94, -3.57], [0.00, -1.78, -3.11], [-0.09, -1.83, -1.78], [0.45, -2.99, -1.40], [-0.50, -0.61, -3.89], [2.03, -5.34, -3.19], [0.80, -5.77, -1.99], [2.28, -4.98, -1.46], [0.83, -3.20, -4.60], [0.50, -3.24, -0.42], [-0.56, -0.86, -4.95], [0.18, 0.24, -3.78], [-1.48, -0.30, -3.54], [1.07, -1.59, 0.91], [0.82, -2.76, 2.06], [1.63, -3.79, 1.07], [0.57, -3.94, 3.11], [-0.55, -3.15, 1.26], [2.20, -2.35, 2.76], [0.01, -1.70, 2.95]],
  "homo_lumo_gap_ev": [5.33, 5.74],
  "multiplicity": 2,
  "s_squared": 0.76,
  "charge": 0,
  "homo_energy_ev": [-7.72, -7.77],
  "de_lowest_kcal_mol": 12.3
}



{
  "formula": "C18H20BF2NO8S",
  "method": "the ωB97M-V functional and the def2-TZVPD basis",
  "elements": ["O", "C", "F", "N", "C", "O", "F", "C", "C", "C", "C", "O", "B", "O", "O", "O", "S", "O", "O", "H", "H", "H", "H", "H", "H", "H", "H", "C", "C", "C", "C", "C", "C", "H", "H", "H", "H", "H", "H", "C", "C", "C", "C", "C", "C", "H", "H", "H", "H", "H", "H"],
  "positions_angstrom": [[2.08, 1.49, 0.69], [1.94, 0.97, -0.44], [3.09, 0.28, -0.98], [0.67, 1.03, -1.23], [0.79, -0.05, -2.26], [0.04, -1.06, -2.09], [1.62, 0.00, -3.40], [0.56, 2.40, -1.86], [-0.54, 2.51, -3.03], [-1.96, 1.81, -2.72], [-2.85, 2.56, -1.61], [-3.20, 1.63, -0.53], [-4.34, 0.83, -0.87], [-5.60, 1.34, -1.38], [-4.19, -0.62, -0.73], [-2.21, 3.73, -1.02], [-0.99, 3.09, 0.00], [-0.98, 3.84, 1.32], [0.45, 3.47, -0.86], [1.59, 2.59, -2.37], [-0.11, 2.00, -3.97], [-0.68, 3.63, -3.25], [-1.87, 0.68, -2.50], [-2.56, 1.86, -3.72], [-3.80, 2.97, -2.14], [-6.19, 0.61, -1.66], [-5.02, -1.07, -1.01], [5.04, 1.03, 1.57], [5.75, -0.13, 1.27], [7.03, -0.32, 1.79], [7.59, 0.63, 2.63], [6.88, 1.79, 2.94], [5.61, 1.99, 2.41], [4.05, 1.19, 1.16], [5.31, -0.88, 0.62], [7.58, -1.22, 1.55], [8.58, 0.48, 3.04], [7.32, 2.54, 3.60], [5.06, 2.89, 2.64], [-4.38, -5.14, 2.26], [-3.28, -5.75, 1.65], [-2.37, -4.99, 0.93], [-2.54, -3.61, 0.82], [-3.63, -3.00, 1.43], [-4.55, -3.76, 2.14], [-5.09, -5.73, 2.81], [-3.15, -6.82, 1.74], [-1.52, -5.47, 0.45], [-1.82, -3.02, 0.27], [-3.76, -1.92, 1.35], [-5.40, -3.28, 2.61]],
  "homo_lumo_gap_ev": 8.58,
  "multiplicity": 1,
  "charge": 0,
  "homo_energy_ev": -9.05
}



{
  "formula": "C18H20Br2N5OPdS",
  "method": "the ωB97M-V functional and the def2-TZVPD basis",
  "elements": ["Pd", "Br", "C", "C", "C", "Br", "C", "C", "C", "C", "N", "C", "C", "O", "H", "H", "H", "H", "N", "C", "C", "N", "H", "H", "H", "H", "H", "H", "H", "H", "N", "C", "S", "N", "C", "C", "C", "C", "C", "C", "H", "H", "H", "H", "H", "H", "H", "H"],
  "positions_angstrom": [[0.14, 0.02, -0.04], [-3.78, 2.31, 0.97], [-2.35, 3.28, 0.21], [-2.68, 4.54, -0.30], [-1.72, 5.33, -0.85], [-2.22, 7.02, -1.53], [-0.38, 4.89, -0.90], [0.66, 5.68, -1.44], [1.94, 5.21, -1.45], [2.17, 3.92, -0.93], [1.23, 3.16, -0.43], [-0.05, 3.61, -0.39], [-1.06, 2.75, 0.20], [-0.81, 1.59, 0.77], [-3.71, 4.87, -0.25], [0.42, 6.66, -1.83], [2.76, 5.79, -1.85], [3.18, 3.52, -0.93], [2.11, 0.63, 0.43], [3.09, -0.41, 0.03], [2.40, -1.76, 0.02], [1.15, -1.63, -0.76], [2.22, 1.53, -0.04], [2.13, 0.84, 1.42], [3.95, -0.42, 0.70], [3.46, -0.16, -0.97], [2.12, -2.04, 1.03], [3.05, -2.54, -0.39], [0.56, -2.45, -0.70], [1.35, -1.49, -1.75], [-2.37, -0.59, 2.11], [-2.03, -1.49, 1.21], [-1.90, -1.02, -0.46], [-1.82, -2.75, 1.62], [-1.26, -3.81, 0.83], [-0.10, -4.42, 1.30], [0.47, -5.45, 0.57], [-0.11, -5.86, -0.63], [-1.27, -5.25, -1.07], [-1.86, -4.23, -0.34], [-2.40, 0.38, 1.81], [-2.39, -0.79, 3.10], [-1.83, -2.91, 2.61], [0.35, -4.09, 2.23], [1.37, -5.93, 0.93], [0.34, -6.66, -1.20], [-1.74, -5.59, -1.99], [-2.78, -3.78, -0.68]],
  "homo_lumo_gap_ev": 6.83,
  "multiplicity": 1,
  "charge": 1,
  "homo_energy_ev": -10.06,
  "de_lowest_kcal_mol": 0.0
}



Number 1: energy -29583.981 eV. Number 2: energy -52190.604 eV. Number 3: energy -32566.043 eV. Number 4: energy -56285.427 eV. Number 5: energy -41536.939 eV. Number 6: energy -52750.138 eV. Number 7: energy -53806.358 eV. Number 8: energy -182885.228 eV.